Entry a
{
  "formula": "C5H10OS2",
  "method": "the ωB97M-V functional and the def2-TZVPD basis",
  "smiles": "C[C@@H]1[C@H](O)[C@@H](S)[C@@H]1S",
  "homo_ev": -9.2,
  "symbols": ["C", "C", "C", "C", "C", "H", "H", "H", "H", "H", "H", "H", "H", "H", "H", "O", "S", "S"],
  "positions_angstrom": [[0.25359, -1.09190, 1.54023], [-0.68927, -0.37056, 0.59418], [-0.25141, 1.08400, 0.28008], [0.48692, 0.55016, -0.97777], [-0.48822, -0.59209, -0.89882], [1.28019, -0.99248, 1.23622], [0.09830, -0.73631, 2.58982], [-0.03700, -2.15449, 1.52070], [-1.69561, -0.61700, 0.95024], [-1.14211, 1.64256, -0.07342], [-0.10289, 1.73183, 2.58157], [1.51371, 0.16723, -0.68743], [1.49440, 2.12051, -2.50981], [-1.39416, -0.22128, -1.37723], [-0.29277, -1.92100, -2.26795], [-0.20916, -1.85823, -1.33186], [0.66847, 2.07164, 1.52232], [0.50702, 1.18741, -2.69108]],
  "mulliken_charge": [-1.41, 0.12, 0.03, -0.26, -0.54, 0.31, 0.38, 0.35, 0.29, 0.36, 0.11, 0.28, 0.14, 0.48, 0.37, -0.55, -0.24, -0.24]
}

***

Entry b
{
  "formula": "C5H10OS2",
  "method": "the ωB97M-V functional and the def2-TZVPD basis",
  "smiles": "C=C(C)SCCSO",
  "homo_ev": -8.5,
  "symbols": ["C", "C", "C", "C", "C", "O", "S", "S", "H", "H", "H", "H", "H", "H", "H", "H", "H", "H"],
  "positions_angstrom": [[0.66743, -1.58688, -0.73595], [1.99451, -1.23632, 0.03991], [-1.38573, 0.21520, 0.16185], [-1.64667, 0.94745, 1.41714], [-1.70287, 0.72266, -1.03703], [2.30318, 1.38615, -0.44833], [-0.74119, -1.45536, 0.36906], [1.89055, 0.41355, 0.83650], [0.64674, -0.92976, -1.65806], [0.76009, -2.57568, -1.06071], [2.22919, -1.76023, 0.96737], [2.73719, -1.39179, -0.68375], [-1.49293, 2.09614, 1.46765], [-1.15645, 0.58769, 2.25258], [-2.74368, 0.86763, 1.75154], [-2.17997, 1.70856, -1.06462], [-1.85172, -0.03950, -1.81059], [1.67234, 2.03048, -0.76455]],
  "mulliken_charge": [-0.65, -0.68, 0.77, -1.40, -1.01, -0.49, -0.12, 0.09, 0.32, 0.44, 0.34, 0.40, 0.31, 0.42, 0.32, 0.32, 0.30, 0.32]
}

***

According to the calculations, the structures order from most to least stable as entry a, entry b.

***

Entry a
{
  "formula": "C3H3N3",
  "method": "the ωB97M-V functional and the def2-TZVPD basis",
  "smiles": "C#C.C#N.N#N",
  "homo_ev": -10.8,
  "symbols": ["C", "C", "N", "N", "N", "C", "H", "H", "H"],
  "positions_angstrom": [[0.59315, -0.56996, -1.27282], [-1.38930, -1.17457, 0.65846], [-1.62473, -0.31958, 1.39416], [-0.23955, 1.90925, 1.69511], [0.67188, 1.95751, 1.07896], [1.27290, 0.39969, -1.07630], [0.07103, -1.44527, -1.57221], [-1.23994, -2.01373, 0.01798], [1.88456, 1.25667, -0.92335]],
  "mulliken_charge": [-0.24, 0.16, -0.36, -0.15, 0.12, -0.60, 0.43, 0.21, 0.43]
}

***

Entry b
{
  "formula": "C3H3N3",
  "method": "the ωB97M-V functional and the def2-TZVPD basis",
  "smiles": "N#CC(N)C#N",
  "homo_ev": -10.5,
  "symbols": ["N", "C", "C", "N", "C", "N", "H", "H", "H"],
  "positions_angstrom": [[0.27972, 0.80781, 0.93779], [0.09708, -0.35063, 0.04688], [-1.31986, -0.71956, -0.18819], [-2.44467, -0.98191, -0.26466], [0.86426, -0.27345, -1.21829], [1.55198, -0.16638, -2.14428], [0.94475, 1.48383, 0.61816], [-0.56389, 1.11680, 1.38123], [0.59063, -0.91652, 0.83135]],
  "mulliken_charge": [-0.57, 0.36, 0.18, -0.36, 0.18, -0.36, 0.21, 0.21, 0.15]
}

***

According to the calculations, the structures order from most to least stable as entry b, entry a.

***

Entry a
{
  "formula": "C3H3N3",
  "method": "the ωB97M-V functional and the def2-TZVPD basis",
  "smiles": "[H]/N=C1\\C=NC=N1",
  "homo_ev": -10.8,
  "symbols": ["C", "C", "C", "H", "H", "H", "N", "N", "N"],
  "positions_angstrom": [[-0.75981, -0.11062, 0.02477], [0.13439, 1.11193, 0.00272], [1.29721, -0.63808, -0.00226], [-2.32444, 0.84670, 0.02187], [-0.20962, 2.14895, 0.03778], [2.20382, -1.21044, 0.09432], [-2.03529, -0.15974, -0.01241], [1.36231, 0.79601, -0.01948], [0.14434, -1.20263, -0.01173]],
  "mulliken_charge": [0.55, 0.06, -0.07, 0.26, 0.35, 0.38, -0.54, -0.53, -0.46]
}

***

Entry b
{
  "formula": "C3H3N3",
  "method": "the ωB97M-V functional and the def2-TZVPD basis",
  "smiles": "N#CC(N)C#N",
  "homo_ev": -11.1,
  "symbols": ["N", "C", "C", "N", "C", "N", "H", "H", "H"],
  "positions_angstrom": [[-0.80984, -1.02923, -0.09191], [0.10912, 0.01440, 0.30818], [1.47793, -0.24237, -0.17455], [2.59681, -0.47512, -0.33994], [-0.33401, 1.40394, 0.00174], [-0.76324, 2.45281, -0.22997], [-1.76212, -0.84959, 0.20897], [-0.79160, -1.23185, -1.08339], [0.29336, -0.05710, 1.38778]],
  "mulliken_charge": [-0.57, 0.58, -0.02, -0.38, 0.10, -0.36, 0.24, 0.26, 0.14]
}

***

Entry c
{
  "formula": "C3H3N3",
  "method": "the ωB97M-V functional and the def2-TZVPD basis",
  "smiles": "N#CNC=C=N",
  "homo_ev": -9.0,
  "symbols": ["C", "C", "C", "N", "N", "N", "H", "H", "H"],
  "positions_angstrom": [[1.48408, 0.45359, -0.04890], [-0.82948, 0.58965, 0.16719], [-0.87141, -0.67440, -0.01733], [2.42785, -0.18029, 0.16660], [0.40443, 1.29386, -0.14513], [-0.87317, -1.86550, -0.17426], [-1.51736, 1.10353, 0.66520], [0.26076, 1.90959, -0.92882], [-0.48570, -2.63002, 0.31545]],
  "mulliken_charge": [0.36, -0.78, 0.50, -0.42, -0.24, -0.41, 0.46, 0.26, 0.28]
}

***

According to the calculations, the structures order from most to least stable as entry b, entry a, entry c.

***

Entry a
{
  "formula": "C3H3N3",
  "method": "the ωB97M-V functional and the def2-TZVPD basis",
  "smiles": "c1cnnnc1",
  "homo_ev": -9.6,
  "symbols": ["C", "C", "C", "H", "H", "H", "N", "N", "N"],
  "positions_angstrom": [[-0.48411, 0.01855, -0.73525], [0.96404, -0.26623, -0.78671], [-1.12024, 0.32960, 0.44014], [-1.16778, -0.23072, -1.54541], [1.43483, -0.55782, -1.68347], [-2.02392, 0.71956, 0.75203], [1.62765, -0.34552, 0.39697], [0.99595, -0.12303, 1.53371], [-0.22643, 0.45561, 1.62798]],
  "mulliken_charge": [-0.29, -0.09, -0.19, 0.30, 0.43, 0.47, -0.19, -0.26, -0.18]
}

***

Entry b
{
  "formula": "C3H3N3",
  "method": "the ωB97M-V functional and the def2-TZVPD basis",
  "smiles": "N#C[C@@H]1N=C1N",
  "homo_ev": -10.3,
  "symbols": ["N", "C", "C", "N", "C", "N", "H", "H", "H"],
  "positions_angstrom": [[-0.36405, -1.62291, -0.46915], [0.46743, 0.62750, 0.68477], [0.42110, -0.59973, -0.06983], [1.53871, -0.03841, -0.19453], [-0.20286, 1.79114, 0.12553], [-0.77578, 2.66719, -0.36934], [-1.25869, -1.66149, -0.00861], [-0.41215, -1.78380, -1.46370], [0.58630, 0.62050, 1.76486]],
  "mulliken_charge": [-0.49, -0.15, 0.41, -0.51, 0.24, -0.39, 0.26, 0.27, 0.35]
}

***

According to the calculations, the structures order from most to least stable as entry b, entry a.

***

Entry a
{
  "formula": "C3H12NO3",
  "method": "the ωB97M-V functional and the def2-TZVPD basis",
  "total_charge": -1,
  "homo_ev": -4.4,
  "symbols": ["C", "N", "C", "C", "O", "H", "H", "H", "H", "H", "H", "H", "H", "H", "H", "O", "H", "H", "O"],
  "positions_angstrom": [[0.01147, 1.67295, 1.04529], [1.29456, 1.07200, 0.74371], [1.42317, 0.32054, -0.54519], [1.24337, -1.20154, -0.39128], [0.64584, -1.52604, 0.82960], [-0.01339, 1.96962, 2.10418], [-0.81882, 0.95250, 0.87368], [-0.32024, 2.51030, 0.41572], [1.53717, 0.33734, 1.40155], [2.47122, 0.52349, -0.82115], [0.69179, 0.93774, -1.12850], [2.20474, -1.74351, -0.48523], [0.62388, -1.53001, -1.22916], [-2.59020, -1.94322, 0.15819], [-0.40845, -1.54527, 0.79515], [-1.93896, -1.25251, 0.28350], [-2.50700, 0.70435, -1.23712], [-1.77391, -0.54893, -1.11085], [-1.77623, 0.29019, -1.70210]],
  "mulliken_charge": [-0.69, -0.50, -0.48, -0.36, -0.66, 0.33, 0.21, 0.26, 0.28, 0.26, 0.31, 0.31, 0.23, 0.10, 0.44, -1.01, 0.26, 0.42, -0.70]
}

***

Entry b
{
  "formula": "C3H12NO3",
  "method": "the ωB97M-V functional and the def2-TZVPD basis",
  "total_charge": -1,
  "homo_ev": -4.0,
  "symbols": ["C", "N", "C", "O", "C", "H", "H", "H", "H", "H", "H", "H", "H", "H", "H", "O", "H", "H", "O"],
  "positions_angstrom": [[1.01216, -1.44786, -0.17569], [0.13045, -0.83134, -1.22070], [-1.16298, -0.42946, -0.69675], [-1.12857, 0.69664, 0.05437], [2.38295, -0.71700, -0.19334], [1.07102, -2.52292, -0.40187], [0.61027, -1.44435, 0.88176], [0.62111, -0.16925, -1.78304], [-1.77397, -0.18967, -1.66082], [-1.53682, -1.33297, -0.19507], [2.68762, -0.46517, -1.22555], [2.32782, 0.17625, 0.40388], [3.14880, -1.44038, 0.18971], [-0.37030, 0.83701, 1.38577], [0.03605, 1.40553, 2.88052], [0.35817, 0.89312, 2.12612], [-2.47422, 1.59450, 0.03514], [-2.72515, 3.09478, -0.24994], [-3.21443, 2.29255, -0.15451]],
  "mulliken_charge": [-0.25, -0.39, -0.52, -0.99, -1.15, 0.35, 0.23, 0.25, 0.24, 0.31, 0.31, 0.27, 0.31, 0.49, 0.22, -0.70, 0.46, 0.25, -0.71]
}

***

According to the calculations, the structures order from most to least stable as entry b, entry a.